# C22H31N6O3PPtS4

C22H31N6O3PPtS4 as an isolated structure (ωB97M-V/def2-TZVPD, the Open Molecules 2025 dataset).

Properties
Energy relative to the best compared isomer or geometry (same formula, charge and spin) ... 0.986 eV
Max |F| ... 0.744 eV/Å
Net charge ... 0

Each line ends with the Löwdin charge.
CARTESIAN COORDINATES (ANGSTROEM)
Pt (0.20, -0.09, -0.28)  0.69
O (4.44, 0.26, 3.52)  0.03
C (5.22, 0.17, 2.43)  -0.28
C (6.60, 0.16, 2.62)  -0.03
C (7.46, 0.05, 1.55)  -0.10
C (6.97, -0.05, 0.26)  -0.10
C (5.60, -0.02, 0.06)  -0.04
C (4.70, 0.09, 1.12)  -0.08
C (3.24, 0.13, 0.78)  -0.49
O (2.91, 0.21, -0.42)  -0.07
N (2.43, 0.03, 1.85)  -0.02
N (1.06, 0.01, 1.61)  -0.29
C (0.35, 0.18, 2.67)  -0.94
S (-1.40, 0.05, 2.64)  0.89
C (-1.57, 0.95, 4.20)  -0.52
C (-0.49, 0.45, 5.14)  -0.52
S (1.08, 0.47, 4.23)  0.98
H (3.51, 0.18, 3.19)  0.02
H (6.97, 0.23, 3.64)  0.11
H (8.53, 0.03, 1.73)  0.10
H (7.64, -0.13, -0.59)  0.09
H (5.18, -0.07, -0.94)  0.11
H (-2.58, 0.78, 4.58)  0.08
H (-1.44, 2.02, 4.00)  0.08
H (-0.71, -0.57, 5.46)  0.07
H (-0.38, 1.09, 6.01)  0.08
S (-0.07, 2.20, -0.06)  0.64
C (-0.31, 2.58, -1.72)  -0.79
N (-1.44, 3.18, -2.09)  0.04
C (-1.78, 3.43, -3.49)  -0.15
C (-1.09, 2.40, -4.36)  -0.17
C (0.41, 2.40, -4.07)  -0.16
N (0.62, 2.32, -2.62)  0.03
H (-2.14, 3.24, -1.37)  0.12
H (-1.49, 4.45, -3.77)  0.12
H (-2.86, 3.36, -3.59)  0.12
H (-1.26, 2.61, -5.42)  0.12
H (-1.50, 1.41, -4.14)  0.08
H (0.88, 3.31, -4.45)  0.12
H (0.89, 1.54, -4.53)  0.13
H (1.41, 1.78, -2.27)  0.12
C (-4.32, -1.69, -0.10)  -0.16
P (-4.37, 0.04, -0.60)  0.49
C (-4.77, -0.01, -2.36)  -0.18
C (-5.85, 0.73, 0.19)  -0.18
O (-3.13, 0.78, -0.28)  -0.43
H (-5.25, -2.21, -0.33)  0.06
H (-4.13, -1.74, 0.98)  0.05
H (-3.49, -2.17, -0.62)  0.03
H (-5.75, -0.46, -2.54)  0.05
H (-4.00, -0.58, -2.87)  0.03
H (-4.77, 1.01, -2.75)  0.04
H (-6.73, 0.11, 0.03)  0.05
H (-6.03, 1.73, -0.21)  0.05
H (-5.65, 0.82, 1.26)  0.05
C (1.65, -3.11, 1.15)  0.00
C (0.56, -3.22, 0.13)  -0.29
C (-0.12, -4.40, -0.14)  -0.01
C (-1.11, -4.37, -1.10)  -0.12
N (-1.42, -3.29, -1.82)  0.07
C (-0.69, -2.22, -1.55)  -0.82
S (-0.84, -0.67, -2.31)  0.63
N (0.25, -2.13, -0.58)  -0.09
H (2.06, -4.09, 1.36)  0.09
H (1.26, -2.68, 2.08)  0.09
H (2.43, -2.45, 0.79)  0.08
H (0.12, -5.31, 0.39)  0.11
H (-1.70, -5.26, -1.30)  0.11